Molecular formula: C32H66BrClF3IO11Si2
Method: DFT, ωB97M-V with the def2-TZVPD basis set

Element x y z (Å)
C: 3.873 0.833 -0.565
C: 4.659 -0.144 -0.120
C: 4.099 -1.353 0.554
Si: 3.551 -2.765 -0.570
C: 4.863 -4.117 -0.584
C: 5.751 -4.336 -1.816
C: 5.030 -4.899 -3.030
F: 4.940 -4.010 -4.048
F: 3.764 -5.289 -2.751
F: 5.666 -5.978 -3.526
C: 3.069 -2.143 -2.281
C: 4.087 -1.288 -2.961
O: 5.258 -1.324 -2.853
Br: 3.271 -0.023 -4.227
O: 2.281 -3.418 0.286
Si: 0.748 -3.930 0.024
I: 0.072 -4.372 -2.276
C: -0.407 -2.698 0.818
C: -1.784 -2.459 0.195
C: -2.705 -3.670 0.312
C: -4.048 -3.589 -0.449
C: -4.045 -2.703 -1.700
C: -4.262 -1.208 -1.392
C: 0.642 -5.594 0.930
C: 1.795 -6.457 0.544
O: 1.992 -6.961 -0.503
Cl: 3.003 -6.651 1.857
H: 4.098 1.452 -1.425
H: 2.927 1.032 -0.067
H: 5.735 -0.065 -0.241
H: 4.769 -1.793 1.301
H: 3.192 -1.056 1.099
H: 5.520 -3.935 0.270
H: 4.362 -5.065 -0.373
H: 6.492 -5.097 -1.566
H: 6.318 -3.456 -2.112
H: 2.882 -2.988 -2.952
H: 2.117 -1.611 -2.239
H: -0.529 -3.035 1.856
H: 0.158 -1.761 0.863
H: -2.251 -1.628 0.732
H: -1.665 -2.114 -0.834
H: -2.188 -4.590 0.018
H: -2.929 -3.791 1.377
H: -4.815 -3.223 0.239
H: -4.328 -4.600 -0.749
H: -4.819 -3.055 -2.384
H: -3.094 -2.824 -2.225
H: -4.159 -1.034 -0.321
H: -5.261 -0.890 -1.691
H: -3.536 -0.584 -1.915
H: -0.284 -6.091 0.638
H: 0.651 -5.387 1.998
C: -1.621 1.897 -8.952
O: -0.260 1.837 -9.331
C: 0.614 2.495 -8.432
C: 1.304 1.529 -7.493
O: 0.381 0.888 -6.627
C: 0.037 -0.423 -7.035
H: -2.159 1.174 -9.563
H: -1.758 1.646 -7.898
H: -2.036 2.893 -9.140
H: 0.073 3.252 -7.854
H: 1.375 3.006 -9.030
H: 2.005 2.089 -6.866
H: 1.875 0.789 -8.063
H: 0.846 -1.127 -6.805
H: -0.184 -0.468 -8.104
H: -0.850 -0.715 -6.475
C: 4.379 3.941 2.070
O: 3.469 2.968 2.549
C: 4.096 1.845 3.144
C: 4.094 1.918 4.655
O: 4.872 2.996 5.142
C: 4.111 4.133 5.502
H: 3.807 4.843 1.860
H: 5.150 4.169 2.809
H: 4.856 3.601 1.144
H: 5.120 1.736 2.772
H: 3.532 0.960 2.833
H: 4.530 0.995 5.050
H: 3.064 1.990 5.023
H: 3.594 3.972 6.454
H: 3.375 4.386 4.735
H: 4.805 4.964 5.617
C: -4.408 0.912 2.384
O: -5.485 0.038 2.094
C: -6.096 -0.519 3.244
C: -7.380 0.194 3.608
O: -7.155 1.539 3.992
C: -7.408 2.477 2.963
H: -4.182 1.464 1.473
H: -4.653 1.621 3.177
H: -3.519 0.344 2.681
H: -5.405 -0.500 4.094
H: -6.328 -1.565 3.021
H: -7.837 -0.317 4.461
H: -8.082 0.147 2.768
H: -8.485 2.616 2.817
H: -6.956 2.170 2.017
H: -6.971 3.425 3.275
C: -1.480 3.020 4.780
O: -2.658 3.388 4.086
C: -3.142 4.676 4.426
C: -2.758 5.716 3.396
O: -1.357 5.910 3.331
C: -0.732 5.226 2.260
H: -1.066 2.149 4.274
H: -0.739 3.823 4.770
H: -1.706 2.752 5.818
H: -2.779 4.975 5.414
H: -4.234 4.614 4.474
H: -3.210 6.672 3.678
H: -3.152 5.431 2.414
H: -0.926 5.732 1.307
H: -1.072 4.190 2.189
H: 0.340 5.236 2.449

Atomic forces in eV per Å
-0.3635 0.3061 0.0728
0.0990 0.0028 0.1762
0.0082 0.4120 0.7345
0.8113 -0.1160 0.5935
-0.0435 -0.0154 -0.3422
0.3110 -0.3741 0.2211
-0.0649 0.0452 -0.1620
-0.0426 -0.1146 0.1468
0.1516 0.0384 -0.0661
-0.0866 0.1173 0.0182
-0.4681 0.0118 0.0213
-0.4112 0.0090 -0.0277
0.4939 -0.0727 0.0596
-0.0392 0.0520 -0.0719
-0.2497 0.0232 -1.0051
-0.2898 -0.1428 0.7482
0.2024 0.0940 -0.1272
-0.0076 -0.0235 -0.0899
-0.0291 0.2020 0.2554
-0.1822 -0.0269 0.0870
0.1170 0.0974 -0.0779
0.1276 0.1141 0.0156
0.0381 -0.2700 -0.0137
0.1343 0.0370 -0.0865
-0.1667 0.1686 0.2158
0.0336 -0.2111 -0.3322
0.1373 0.0265 0.1327
0.5696 0.5689 0.5443
-0.4233 -0.5345 -0.5733
-0.0190 -0.5317 -0.8337
0.0558 0.0550 -0.0159
-0.0693 -0.0915 -0.0807
-0.0135 0.0360 0.0003
-0.0650 0.0636 0.0895
0.0076 0.0182 0.0239
-0.2042 0.1040 -0.0922
0.0452 -0.0218 0.0266
0.0327 0.0581 0.0099
0.0516 0.0653 0.0156
-0.0331 0.0045 0.0235
0.0079 0.0366 -0.0704
-0.0067 -0.1602 -0.0310
0.1299 0.1220 -0.1469
0.0599 -0.1280 -0.0108
-0.0891 -0.0415 -0.0980
-0.0736 -0.0336 0.1590
0.0154 0.0065 -0.0002
-0.0650 -0.1500 -0.0644
-0.0671 0.1884 -0.0348
0.0043 0.0655 0.0799
-0.0451 0.0659 0.0110
-0.0044 0.0051 0.0145
-0.0806 -0.0586 0.0032
-0.0032 0.0021 -0.0115
-0.0068 -0.0655 0.0449
0.0554 0.0434 -0.1260
-0.0267 0.0090 0.1689
-0.0181 0.0059 -0.0756
0.0175 -0.0198 0.0566
0.0012 0.0161 -0.0201
-0.0046 -0.0058 -0.0026
0.0022 0.0069 0.0292
-0.0072 -0.0133 0.0101
0.0026 0.0152 0.0201
0.0234 -0.0004 -0.0275
-0.0136 0.0021 -0.0165
0.0096 0.0021 -0.0299
-0.0114 0.0000 0.0017
0.0138 -0.0042 0.0187
-0.0031 -0.0137 -0.0346
-0.0127 0.0558 0.0837
-0.1162 -0.0684 -0.1481
0.0750 -0.0071 0.0783
-0.0011 0.0342 -0.0681
0.0054 0.0030 0.0095
-0.0078 -0.0066 -0.0213
-0.0055 0.0097 0.0012
0.0249 -0.0080 0.0159
0.0050 0.0089 0.0173
0.0467 -0.0337 0.0228
-0.0286 -0.0124 -0.0036
-0.0045 0.0034 -0.0075
-0.0276 -0.0066 -0.0152
0.0037 0.0104 -0.0010
0.0056 -0.0088 0.0225
0.0369 -0.0134 -0.0104
-0.0198 0.0441 -0.0292
0.0326 -0.0804 -0.0663
-0.0467 0.0376 0.0829
0.0631 -0.0001 -0.0213
0.0000 0.0066 0.0048
0.0069 -0.0252 -0.0145
0.0005 -0.0024 0.0038
0.0098 0.0290 0.0403
-0.0045 0.0226 0.0019
-0.0039 -0.0025 0.0215
-0.0077 -0.0170 -0.0165
0.0074 0.0010 -0.0045
0.0008 -0.0183 -0.0243
0.0052 0.0087 0.0008
-0.0193 0.0038 0.0153
-0.0030 -0.0188 0.0041
0.0441 -0.0149 -0.0525
-0.0980 -0.0694 0.0028
0.0421 0.1045 -0.0073
0.0116 -0.0672 0.0434
0.0123 0.0185 -0.0117
-0.0117 -0.0115 0.0065
0.0091 -0.0084 -0.0089
0.0066 0.0286 0.0111
0.0182 0.0057 -0.0087
0.0016 0.0122 0.0128
-0.0190 -0.0061 -0.0134
-0.0013 -0.0106 0.0054
-0.0269 -0.0187 -0.0063
0.0159 -0.0025 0.0029
0.0022 0.0082 -0.0021

Its spin multiplicity is 1. For the molar mass, the calculation gives 982.296 g/mol. The value obtained for the HOMO energy is -9.133 eV. The orbital gap is 9.33 eV. The total energy comes out at -6297.01977 a.u. As for the SMILES: C=CC[Si@](CCC(F)(F)F)(CC(=O)Br)O[Si@](I)(CCCCCC)CC(=O)Cl.COCCOC.COCCOC.COCCOC.COCCOC. As for the relative energy (zero: lowest compared OMol25 entry of this formula, charge and spin): 0.0 kJ/mol.